1:
Density functional theory data (ωB97M-V with the def2-TZVPD basis set) for a molecular structure, H16O8.

```
24
Properties=species:S:1:pos:R:3:mulliken_charge:R:1
O 0.32492 -0.05112 -1.83393 -0.508
H -0.53645 -0.18008 -2.58316 0.465
H 0.99511 0.57900 -2.26652 0.442
H -0.00718 0.07210 -0.96149 0.392
O -0.09757 0.31295 0.23236 -0.972
H 0.13269 -0.61258 0.57906 0.136
O -0.00272 1.16179 2.81847 -0.665
H -0.12550 1.01989 1.72991 0.317
H 0.83416 1.01189 3.09995 0.265
O -1.29604 2.62215 -0.02609 -0.656
H -1.90781 2.68099 -0.77845 0.318
H -0.89272 1.73553 -0.07009 0.522
O -2.36048 -1.04503 -0.28412 -0.774
H -2.62671 -1.65803 0.39180 0.341
H -1.62009 -0.52731 -0.00089 0.468
O 1.70360 2.39272 0.51815 -0.639
H 1.63137 2.72296 -0.37161 0.261
H 1.12212 1.67957 0.72512 0.226
O -1.08822 -2.61896 -1.44239 -0.612
H -1.57417 -3.11619 -2.00716 0.285
H -1.71549 -2.09227 -1.07714 0.392
O 3.21793 -1.84574 1.35999 -0.588
H 2.41716 -2.06351 1.69755 0.290
H 3.47211 -2.18073 0.55068 0.294
```

Results
LUMO energy	-1.05	eV

2:
Density functional theory data (ωB97M-V with the def2-TZVPD basis set) for 8 unconnected molecules or ions with the total composition H16O8.

```
24
Properties=species:S:1:pos:R:3:mulliken_charge:R:1
O -0.91149 0.93689 0.33570 -0.576
H -1.21110 0.70861 -0.55149 0.260
H -0.03729 0.53586 0.39844 0.323
O -1.23175 4.83283 3.66995 -0.643
H -1.11400 4.41654 2.80866 0.326
H -0.46057 4.55027 4.17438 0.317
O 1.56523 -1.78209 1.83847 -0.628
H 0.61566 -1.90568 1.94816 0.310
H 1.86034 -1.45852 2.69707 0.310
O -0.74343 -2.29171 -0.57274 -0.562
H -0.86151 -1.38455 -0.87624 0.229
H -1.27775 -2.81409 -1.18153 0.315
O 0.32297 -2.76905 -4.00197 -0.625
H 0.93603 -3.07276 -3.32307 0.338
H 0.01795 -1.91440 -3.67713 0.287
O 4.78399 -0.09418 -1.49282 -0.632
H 4.11043 -0.01222 -0.80829 0.315
H 4.72058 0.73245 -1.98440 0.315
O -4.08401 -1.40966 2.51624 -0.631
H -3.91866 -1.44203 3.46525 0.314
H -4.23058 -0.47433 2.33551 0.319
O 0.28205 2.24645 -2.25292 -0.605
H -0.30070 1.80129 -2.87841 0.314
H 1.16762 2.06407 -2.58683 0.309
```

Results
LUMO energy	-0.33	eV

3:
Density functional theory data (ωB97M-V with the def2-TZVPD basis set) for 8 unconnected molecules or ions with the total composition H16O8.

```
24
Properties=species:S:1:pos:R:3:mulliken_charge:R:1
O -1.62075 0.10344 -1.52156 -0.777
H -0.81669 -0.14778 -1.98175 0.393
H -1.49532 1.02393 -1.15438 0.387
O 0.87663 -0.66578 -2.20486 -0.795
H 0.84285 -1.31914 -1.45990 0.521
H 1.25096 -1.10330 -2.97996 0.283
O -1.86974 -1.33915 0.57543 -0.805
H -1.87242 -0.81252 -0.29398 0.518
H -2.73811 -1.76773 0.61849 0.285
O 0.67237 -2.19417 -0.09447 -0.828
H -0.28221 -2.19169 0.15200 0.386
H 1.11660 -1.64689 0.59903 0.442
O 1.81283 1.34751 -0.54465 -0.807
H 1.73382 0.63860 -1.21704 0.395
H 2.00589 0.85173 0.26856 0.397
O -0.75003 0.66777 2.23489 -0.765
H -1.37042 0.02413 1.85352 0.389
H -0.85147 1.44327 1.64731 0.376
O -0.62564 2.33997 -0.02339 -0.768
H 0.27862 2.02486 -0.22921 0.497
H -0.60738 3.30460 -0.25135 0.305
O 1.56760 -0.28505 1.62119 -0.798
H 0.67013 0.00373 1.93121 0.470
H 2.07189 -0.30034 2.45486 0.299
```

Results
LUMO energy	0.58	eV

Short version: 3 is the most stable of them.

1:
Density functional theory data (ωB97M-V with the def2-TZVPD basis set) for 2 unconnected molecules or ions with the total composition C6H13N3.

```
22
Properties=species:S:1:pos:R:3:mulliken_charge:R:1
H 1.71555 1.82101 1.76461 0.264
N 2.22263 1.37640 1.00107 -0.677
C 1.51342 0.78450 0.15534 0.185
N 0.06172 0.70354 0.08210 0.071
C -0.61826 0.46193 1.35984 -1.167
C -0.46267 1.87626 -0.61863 -1.087
H 1.97526 0.15194 -0.62266 0.332
H -1.68876 0.40240 1.16538 0.394
H -0.26428 -0.49403 1.75135 0.304
H -0.45145 1.27371 2.07687 0.428
H 0.08514 2.01280 -1.54974 0.372
H -0.35795 2.77976 -0.00869 0.352
H -1.51921 1.72163 -0.83639 0.398
H 1.10566 -3.09762 1.24971 0.222
N 0.53785 -2.32960 0.88989 -0.488
C 0.74992 -2.01957 -0.31907 -0.225
C -0.32396 -0.89082 -1.09395 -0.025
C -1.63671 -1.09847 -1.15389 -0.942
H 1.52202 -2.48961 -0.95057 0.402
H 0.22187 -0.54818 -1.96215 0.273
H -2.20426 -1.45550 -0.31169 0.321
H -2.18352 -0.94247 -2.06873 0.292
```

Results
LUMO energy	0.90	eV

2:
Density functional theory data (ωB97M-V with the def2-TZVPD basis set) for a single C6H13N3 molecule.

```
22
Properties=species:S:1:pos:R:3:mulliken_charge:R:1
C 2.43010 -0.35236 -0.41791 0.009
C 2.01571 1.12670 -0.17786 -0.566
C -1.29844 -1.66753 0.39276 -1.687
C -1.79743 0.80349 0.70775 -1.948
C -0.72656 -0.02225 -1.32233 -1.897
C -0.80461 -0.26912 0.20051 2.192
N 1.88753 -1.31684 0.06154 -0.453
N 1.08603 1.04541 0.88135 -0.091
N 0.33956 -0.08502 1.00087 -0.619
H 3.44542 -0.49627 -1.00407 0.347
H 2.95651 1.73195 -0.02397 0.402
H 1.67324 1.21344 -1.22785 0.167
H -0.62853 -2.26995 -0.11833 0.465
H -1.48194 -1.97243 1.49916 0.318
H -2.37254 -1.84834 -0.00240 0.336
H -1.87757 0.63500 1.74434 0.501
H -2.79906 0.62927 0.33426 0.392
H -1.22454 1.67169 0.70166 0.537
H -1.75425 -0.17664 -1.84344 0.350
H -0.45921 0.97984 -1.28802 0.594
H -0.14540 -0.64447 -1.92452 0.372
H 1.53597 1.28446 1.82652 0.280
```

Results
LUMO energy (alpha / beta)	0.28 / 0.29	eV

3:
Density functional theory data (ωB97M-V with the def2-TZVPD basis set) for a single C6H13N3 molecule.

```
22
Properties=species:S:1:pos:R:3:mulliken_charge:R:1
C 1.93269 -1.45385 1.14668 -1.454
C 0.57994 -0.85241 0.85041 0.589
N -0.34311 -1.02750 1.87193 -0.475
C 0.20752 -0.50570 -0.45024 0.454
C 0.90481 -1.01470 -1.67993 -1.400
C -0.61421 0.69486 -0.47578 0.570
C -1.44213 1.11141 -1.66664 -1.237
N -0.48980 1.40934 0.64119 -0.266
N -1.38784 2.43281 0.80555 -0.728
H 2.23683 -1.22153 2.17266 0.461
H 1.90971 -2.54239 1.04098 0.288
H 2.70052 -1.05866 0.47788 0.317
H -1.15639 -0.42466 1.74216 0.251
H 0.03720 -0.90352 2.80507 0.248
H 0.37032 -0.73953 -2.59141 0.380
H 0.98943 -2.10708 -1.66249 0.302
H 1.91481 -0.60020 -1.76929 0.269
H -1.51799 0.31520 -2.40982 0.369
H -2.47040 1.34959 -1.38039 0.359
H -1.00302 2.00484 -2.11899 0.274
H -1.05533 3.04575 1.54724 0.256
H -2.30357 2.08791 1.10324 0.172
```

Results
LUMO energy	1.01	eV

4:
Density functional theory data (ωB97M-V with the def2-TZVPD basis set) for 3 unconnected molecules or ions with the total composition C6H13N3.

```
22
Properties=species:S:1:pos:R:3:mulliken_charge:R:1
C 0.26923 -2.03206 -0.76432 -1.020
C -2.53651 0.16242 0.51315 -1.350
N -0.91445 -1.20995 -0.63267 -0.230
C -1.38184 -0.79973 0.59644 0.837
C -0.88958 -1.22792 1.77539 -1.145
H -1.08655 -0.57199 -1.39341 0.299
H 0.45591 -2.21772 -1.82091 0.328
H 0.11546 -2.99620 -0.27427 0.339
H 1.15827 -1.55547 -0.33132 0.341
H -2.89160 0.43530 1.50440 0.344
H -2.23802 1.07748 -0.00682 0.344
H -3.36565 -0.28081 -0.04294 0.326
H -0.07851 -1.93771 1.84622 0.295
H -1.35804 -0.92427 2.69908 0.286
C 1.88831 1.99456 0.67276 -0.029
C 2.45390 2.25223 -1.38847 -0.285
N 1.05786 1.11797 0.49198 -0.432
N 1.76814 1.47069 -2.05465 -0.633
H 0.58520 0.65201 1.27556 0.198
H 1.11326 0.94777 -1.40842 0.390
H 2.66746 2.72809 0.56350 0.443
H 3.20772 2.91530 -1.82028 0.355
```

Results
LUMO energy	0.89	eV

Short version: 3 is the most stable of them.

1:
Density functional theory data (ωB97M-V with the def2-TZVPD basis set) for a single C6H13N3 molecule.

```
22
Properties=species:S:1:pos:R:3:mulliken_charge:R:1
C -0.24532 -1.28015 -2.24048 -1.359
C -0.03460 -0.29788 -1.14277 0.146
C 0.75329 0.79424 -1.03133 -1.086
C 0.63551 1.01730 0.42925 1.164
N 0.10491 2.26516 0.82823 -0.592
N 1.66779 0.58391 1.34772 -0.683
C -0.58258 -0.33831 0.23729 0.996
C -0.43230 -1.62282 1.02608 -2.060
N -1.90693 0.19773 0.40352 -0.663
H 0.25293 -0.95443 -3.15298 0.365
H -1.31102 -1.41049 -2.43372 0.323
H 0.15859 -2.25675 -1.96328 0.271
H 1.25815 1.40588 -1.76906 0.394
H 0.16138 2.44109 1.82270 0.224
H 0.39270 3.05922 0.27347 0.212
H 2.50594 1.14671 1.21542 0.218
H 1.90859 -0.38457 1.18361 0.238
H 0.47402 -2.15819 0.74594 0.406
H -1.28623 -2.27712 0.84361 0.459
H -0.39470 -1.40439 2.09480 0.431
H -2.09033 0.40010 1.38261 0.265
H -1.98978 1.07377 -0.10064 0.330
```

Results
LUMO energy	0.97	eV

2:
Density functional theory data (ωB97M-V with the def2-TZVPD basis set) for 2 unconnected molecules or ions with the total composition C6H13N3.

```
22
Properties=species:S:1:pos:R:3:mulliken_charge:R:1
C -0.38498 -0.27574 -1.12333 0.245
C -2.18403 -1.97365 -1.20729 -1.303
C 2.01723 1.51847 0.58678 -0.994
C -0.14459 2.30268 1.31861 -0.953
C 0.62734 0.14336 1.95430 -0.675
C -0.78227 -1.51118 -1.45980 0.369
N -0.07142 0.83068 -0.84461 -0.458
N 0.00949 -2.34885 -2.27525 -0.532
N 0.70929 1.15818 1.08758 0.338
H -2.63323 -2.32881 -2.13824 0.343
H -2.20003 -2.79768 -0.48865 0.313
H -2.78860 -1.15751 -0.81574 0.324
H 2.59333 0.61901 0.37437 0.307
H 1.89037 2.08536 -0.33167 0.367
H 2.56391 2.11904 1.32428 0.339
H -1.11558 1.97035 1.67853 0.305
H 0.30498 2.97117 2.06382 0.326
H -0.27822 2.83847 0.38095 0.352
H -0.32292 -0.07100 2.40543 0.257
H 1.34099 -0.65728 1.88164 0.252
H -0.14183 -3.33129 -2.09098 0.237
H 0.99076 -2.10377 -2.28075 0.241
```

Results
LUMO energy (alpha / beta)	0.88 / 0.41	eV

Short version: 1 is the most stable of them.

1:
Density functional theory data (ωB97M-V with the def2-TZVPD basis set) for 2 unconnected molecules or ions with the total composition C4H13N2O2.

```
21
Properties=species:S:1:pos:R:3:mulliken_charge:R:1
N -1.54191 -0.43983 0.32201 -0.364
C -0.47312 0.65347 0.08432 0.148
C 0.49635 0.38286 1.22506 -0.882
C -0.23702 0.89600 2.54507 0.172
O -1.42678 0.97727 2.54050 -0.480
C 0.16112 0.48861 -1.36954 -0.522
N -0.83539 -0.01308 -2.28912 -0.165
H -1.96414 -0.17148 1.24088 0.357
H -1.15883 -1.38253 0.42293 0.349
H -2.31193 -0.48946 -0.35123 0.377
H -1.03778 1.59490 0.04641 0.418
H 0.93500 -0.58853 1.43447 0.357
H 1.28951 1.09440 0.97513 0.453
H 0.42097 1.08409 3.39172 0.425
H 0.57555 1.45087 -1.69980 0.435
H 1.01736 -0.25805 -1.28998 0.219
H -0.58766 -0.86626 -2.81330 0.339
H -0.99489 0.68744 -3.02906 0.373
H 2.43962 -2.29666 -0.93564 0.315
H 2.90775 -1.39844 0.16623 0.300
O 2.32622 -1.40558 -0.61706 -0.622
```

Results
2S+1	2
LUMO energy (alpha / beta)	-7.32 / -13.41	eV
total charge	+2

2:
Density functional theory data (ωB97M-V with the def2-TZVPD basis set) for 2 unconnected molecules or ions with the total composition C4H13N2O2.

```
21
Properties=species:S:1:pos:R:3:mulliken_charge:R:1
N -1.02737 0.35554 2.09643 -0.142
C -0.00866 0.37861 1.08545 -0.896
C -0.76059 -0.11200 -0.20495 0.648
N -0.22620 -0.29927 -1.43824 -0.027
C 1.25558 -0.12576 -1.89529 -0.283
C 1.67604 1.45944 -1.93579 -1.014
O -1.86334 -0.51264 -0.07051 -0.473
H -2.00160 0.45570 1.76295 0.353
H -0.89237 1.28134 2.58428 0.411
H -0.94716 -0.51413 2.62898 0.330
H 0.39630 1.27394 0.83183 0.559
H 0.92941 -0.39541 1.34289 0.335
H -0.86571 -0.52319 -2.23751 0.381
H 1.80421 -0.51801 -0.90935 0.273
H 1.29154 -0.52530 -2.94291 0.383
H 1.04915 2.07540 -2.36732 0.426
H 2.50764 1.47860 -2.64287 0.376
H 2.07474 1.74546 -0.94844 0.349
H -1.85044 -2.35545 1.00134 0.338
H -1.33521 -2.55980 2.50168 0.317
O -1.20595 -2.06309 1.75734 -0.643
```

Results
2S+1	2
LUMO energy (alpha / beta)	-7.81 / -12.72	eV
total charge	+2

Short version: 1 is the most stable of them.

1:
Density functional theory data (ωB97M-V with the def2-TZVPD basis set) for a gas-phase ion, CH6N3S2 (charge +1).

```
12
Properties=species:S:1:pos:R:3:mulliken_charge:R:1
N -1.46949 -0.65704 0.21811 -0.282
C -0.17900 -0.30682 0.08292 0.793
N 0.08000 0.42138 -1.08261 -0.318
S -1.11782 1.12466 -2.15637 -0.127
N 0.81580 -0.58227 0.99247 -0.261
S 2.39813 0.24914 0.73501 -0.108
H -1.97054 -0.33749 -0.57941 0.123
H -1.81830 -1.44572 0.73946 0.271
H 1.08603 0.61668 -1.17710 0.214
H -1.44488 2.13215 -1.41182 0.208
H 0.57369 -1.02358 1.89875 0.305
H 3.04638 -0.19109 1.74061 0.182
```

Results
LUMO energy	-3.91	eV
total charge	+1

2:
Density functional theory data (ωB97M-V with the def2-TZVPD basis set) for a molecular structure, CH6N3S2.

```
12
Properties=species:S:1:pos:R:3:mulliken_charge:R:1
C 0.13480 -0.24242 0.54680 0.667
N 1.08364 -0.15716 1.42509 -0.344
N 0.12125 0.06743 -0.69715 0.066
N -1.00185 -0.29433 -1.37265 -0.596
S -1.73033 -1.14889 1.54989 -0.108
S 1.63964 0.56719 -1.55843 -0.070
H 1.94671 0.36761 1.18322 0.176
H 1.05510 -0.23171 2.43575 0.271
H -2.74343 -0.52473 0.86690 0.206
H -1.62870 0.48812 -1.27709 0.263
H -0.77005 -0.63261 -2.29075 0.268
H 1.89323 1.74150 -0.81159 0.201
```

Results
LUMO energy	-5.48	eV
total charge	+1

Short version: 1 is the most stable of them.